Entry 1:
{
  "formula": "CH3Br3Si",
  "method": "ωB97M-V/def2-TZVPD",
  "elements": ["C", "Si", "Br", "Br", "Br", "H", "H", "H"],
  "xyz": [[0.22, -0.97, 0.21], [-1.30, 0.16, 0.15], [0.32, -2.63, -0.72], [3.83, 1.91, -0.63], [1.75, -0.12, 0.65], [-2.41, -0.56, -0.32], [-1.30, 1.02, 1.39], [-1.12, 1.19, -0.73]],
  "homo_energy_ev": [-10.7, -8.7],
  "gap_ha": [0.340, 0.197],
  "energy_ha": -8051.30511,
  "e_above_lowest_ev": 6.272
}

Entry 2:
{
  "formula": "C6H5N3O2",
  "method": "ωB97M-V/def2-TZVPD",
  "elements": ["C", "C", "C", "C", "C", "C", "N", "N", "N", "O", "O", "H", "H", "H", "H", "H"],
  "xyz": [[-0.76, -0.50, -0.46], [-1.03, -1.19, -1.39], [0.80, 2.39, 0.43], [2.12, 1.72, 0.89], [-0.22, 0.31, 0.59], [-1.41, -2.24, -2.26], [-0.23, 1.69, 0.39], [2.09, 0.48, 1.04], [-0.14, -0.19, 1.93], [-0.05, 0.61, 2.87], [-0.20, -1.40, 2.04], [0.70, 3.43, 0.32], [2.98, 2.32, 1.07], [-1.64, -2.93, -1.43], [-0.72, -2.53, -3.11], [-2.30, -1.98, -2.91]],
  "homo_energy_ev": [-9.7, -8.6],
  "gap_ha": [0.302, 0.277],
  "energy_ha": -546.08349,
  "e_above_lowest_ev": 8.292
}

Entry 3:
{
  "formula": "C2H2AlFO",
  "method": "ωB97M-V/def2-TZVPD",
  "elements": ["F", "O", "Al", "C", "C", "H", "H"],
  "xyz": [[2.55, -0.54, 0.61], [0.57, 0.61, 0.59], [1.36, -1.38, -0.28], [-0.29, -0.51, -0.21], [-1.20, 0.50, -0.10], [-1.99, 0.69, 0.62], [-1.01, 0.64, -1.23]],
  "homo_energy_ev": [-23.1, -23.1],
  "gap_ha": [0.328, 0.328],
  "charge": 2,
  "energy_ha": -493.93056,
  "e_above_lowest_ev": 6.026
}

Entry 4:
{
  "formula": "C28H23MgN3OSSi",
  "method": "ωB97M-V/def2-TZVPD",
  "elements": ["Mg", "N", "C", "C", "C", "C", "C", "C", "N", "C", "C", "C", "S", "C", "N", "H", "H", "H", "H", "H", "H", "H", "O", "Si", "C", "C", "C", "C", "C", "C", "C", "C", "C", "C", "C", "C", "C", "C", "C", "C", "C", "C", "H", "H", "H", "H", "H", "H", "H", "H", "H", "H", "H", "H", "H", "H", "H", "H"],
  "xyz": [[1.98, -0.91, 1.18], [3.45, 2.64, 1.34], [2.95, 3.04, 2.55], [3.07, 4.23, 3.27], [2.41, 4.29, 4.50], [1.67, 3.20, 4.98], [1.57, 2.02, 4.23], [2.23, 1.95, 2.99], [2.28, 0.93, 2.09], [3.03, 1.35, 1.07], [3.43, 0.60, -0.22], [4.23, 1.21, -1.18], [4.50, 0.15, -2.50], [3.55, -1.04, -1.73], [3.05, -0.71, -0.57], [4.03, 3.20, 0.74], [3.65, 5.08, 2.90], [2.47, 5.20, 5.10], [1.16, 3.27, 5.94], [1.00, 1.17, 4.59], [4.66, 2.19, -1.19], [3.38, -2.01, -2.18], [0.16, -1.22, 0.84], [-1.00, -1.15, -0.34], [-0.33, -1.66, -2.04], [0.03, -3.00, -2.28], [0.53, -3.40, -3.52], [0.69, -2.47, -4.54], [0.36, -1.14, -4.32], [-0.14, -0.73, -3.08], [-2.48, -2.29, 0.03], [-3.28, -2.85, -0.98], [-4.37, -3.66, -0.67], [-4.68, -3.93, 0.66], [-3.90, -3.39, 1.68], [-2.81, -2.58, 1.37], [-1.79, 0.57, -0.50], [-2.84, 0.83, -1.39], [-3.41, 2.11, -1.47], [-2.94, 3.13, -0.65], [-1.91, 2.89, 0.24], [-1.33, 1.62, 0.32], [-0.07, -3.75, -1.50], [0.80, -4.44, -3.69], [1.08, -2.79, -5.51], [0.50, -0.41, -5.12], [-0.36, 0.33, -2.95], [-3.07, -2.66, -2.04], [-4.98, -4.09, -1.46], [-5.53, -4.56, 0.91], [-4.14, -3.60, 2.72], [-2.21, -2.17, 2.19], [-3.24, 0.05, -2.04], [-4.23, 2.30, -2.16], [-3.39, 4.12, -0.71], [-1.54, 3.69, 0.88], [-0.52, 1.46, 1.04], [2.63, -2.23, 2.18]],
  "homo_energy_ev": -7.3,
  "gap_ha": 0.235,
  "energy_ha": -2208.19169
}

Entry 5:
{
  "formula": "C15H15F5O15",
  "method": "ωB97M-V/def2-TZVPD",
  "elements": ["O", "C", "O", "C", "C", "F", "O", "H", "H", "H", "O", "C", "O", "C", "C", "F", "O", "H", "H", "H", "O", "C", "O", "C", "C", "F", "O", "H", "H", "H", "O", "C", "O", "C", "C", "F", "O", "H", "H", "H", "O", "C", "O", "C", "C", "F", "O", "H", "H", "H"],
  "xyz": [[0.11, 1.98, 3.15], [1.05, 1.34, 2.89], [1.24, 0.43, 1.93], [2.59, -0.09, 2.00], [3.21, 0.82, 3.02], [4.08, 1.76, 2.47], [2.19, 1.53, 3.60], [2.52, -1.14, 2.28], [3.00, -0.04, 0.95], [3.82, 0.40, 3.77], [-4.65, 3.68, -3.65], [-3.95, 2.80, -3.38], [-4.28, 1.54, -2.99], [-3.16, 0.74, -3.09], [-1.94, 1.68, -3.23], [-1.29, 1.36, -4.39], [-2.57, 2.92, -3.46], [-3.03, -0.05, -2.37], [-3.25, 0.14, -4.01], [-1.07, 1.78, -2.56], [-1.63, -2.91, -2.49], [-1.26, -2.12, -1.66], [-1.41, -2.22, -0.35], [-0.75, -1.08, 0.27], [0.04, -0.46, -0.84], [1.37, -0.86, -0.78], [-0.50, -1.02, -1.97], [-1.55, -0.40, 0.62], [-0.15, -1.47, 1.06], [-0.04, 0.67, -0.93], [2.83, 4.71, 1.41], [1.76, 4.66, 0.92], [1.07, 5.73, 0.37], [-0.29, 5.30, 0.17], [-0.24, 3.76, 0.42], [-0.48, 3.05, -0.80], [1.06, 3.46, 0.79], [-0.91, 5.95, 0.81], [-0.61, 5.39, -0.95], [-0.99, 3.40, 1.10], [1.01, -3.19, 1.89], [0.93, -4.32, 1.61], [2.01, -5.11, 1.29], [1.53, -6.20, 0.56], [0.02, -6.26, 0.85], [-0.30, -7.27, 1.82], [-0.19, -5.06, 1.47], [1.78, -6.12, -0.54], [1.98, -7.14, 0.84], [-0.75, -6.43, 0.10]],
  "homo_energy_ev": -11.6,
  "gap_ha": 0.437,
  "energy_ha": -2208.56744,
  "e_above_lowest_ev": 1.077
}

Entry 6:
{
  "formula": "C7H17NO",
  "method": "ωB97M-V/def2-TZVPD",
  "elements": ["C", "C", "C", "C", "C", "C", "C", "N", "O", "H", "H", "H", "H", "H", "H", "H", "H", "H", "H", "H", "H", "H", "H", "H", "H", "H"],
  "xyz": [[-0.12, -1.12, 0.61], [0.43, 0.33, -0.72], [-0.57, 2.50, -1.72], [-0.81, 1.02, -0.56], [-1.58, -1.54, 0.64], [0.74, -2.29, 0.14], [0.31, -0.67, 2.00], [1.62, 0.99, -0.37], [0.18, 3.48, -1.06], [1.03, 3.09, -0.80], [0.53, -0.20, -1.66], [2.36, 0.95, -1.07], [2.01, 0.83, 0.55], [-1.59, 2.86, -1.85], [-0.14, 2.22, -2.69], [-1.67, 0.53, -1.02], [-0.99, 1.51, 0.40], [1.38, -0.44, 2.04], [-2.23, -0.76, 1.05], [-1.95, -1.81, -0.36], [-1.75, -2.42, 1.29], [1.80, -2.03, 0.10], [0.43, -2.63, -0.85], [0.66, -3.16, 0.81], [-0.24, 0.22, 2.33], [0.14, -1.45, 2.76]],
  "homo_energy_ev": -7.5,
  "gap_ha": 0.303,
  "energy_ha": -406.80001,
  "e_above_lowest_ev": 3.546
}

Entry 7:
{
  "formula": "C16H18N2O2S",
  "method": "ωB97M-V/def2-TZVPD",
  "elements": ["C", "O", "C", "C", "S", "C", "C", "C", "C", "C", "C", "C", "O", "N", "C", "C", "C", "C", "C", "C", "N", "H", "H", "H", "H", "H", "H", "H", "H", "H", "H", "H", "H", "H", "H", "H", "H", "H", "H"],
  "xyz": [[-0.87, 2.63, -1.27], [0.39, 2.05, -1.01], [0.74, 1.06, -1.94], [2.10, 0.51, -1.53], [2.51, -1.04, -2.38], [1.25, -2.24, -2.04], [1.12, -3.21, -3.04], [0.19, -4.22, -2.93], [-0.65, -4.27, -1.83], [-0.53, -3.32, -0.84], [0.42, -2.31, -0.92], [0.54, -1.39, 0.26], [1.56, -1.25, 0.90], [-0.64, -0.75, 0.53], [-0.89, 0.29, 1.42], [0.05, 0.77, 2.33], [-0.31, 1.83, 3.15], [0.67, 2.42, 4.11], [-1.60, 2.34, 3.03], [-2.46, 1.78, 2.11], [-2.12, 0.77, 1.32], [-1.01, 3.40, -0.51], [-1.67, 1.89, -1.19], [-0.90, 3.09, -2.26], [-0.02, 0.26, -1.94], [0.79, 1.47, -2.96], [2.15, 0.37, -0.45], [2.89, 1.19, -1.83], [1.77, -3.15, -3.90], [0.11, -4.96, -3.71], [-1.39, -5.05, -1.74], [-1.17, -3.37, 0.03], [-1.44, -0.95, -0.06], [1.04, 0.34, 2.37], [1.11, 3.32, 3.69], [0.18, 2.69, 5.05], [1.48, 1.72, 4.32], [-1.92, 3.16, 3.66], [-3.47, 2.14, 1.99]],
  "homo_energy_ev": -8.3,
  "gap_ha": 0.330,
  "energy_ha": -1278.69159,
  "e_above_lowest_ev": 1.241
}

Entry 8:
{
  "formula": "C6H12N3",
  "method": "ωB97M-V/def2-TZVPD",
  "elements": ["C", "C", "C", "C", "C", "C", "N", "N", "N", "H", "H", "H", "H", "H", "H", "H", "H", "H", "H", "H", "H"],
  "xyz": [[-0.22, -2.59, -1.05], [0.28, -1.38, -1.46], [-1.54, -2.39, -0.36], [0.02, 0.77, 1.47], [0.62, 0.35, 0.22], [0.45, 1.85, 0.48], [-1.63, -0.90, -0.32], [-0.60, -0.30, -0.98], [1.61, 2.89, 0.57], [0.09, -3.63, -1.21], [1.23, -1.16, -1.89], [-2.54, -2.73, -0.87], [-1.55, -2.92, 0.67], [-1.14, 0.61, 1.56], [0.53, 0.65, 2.41], [1.55, -0.02, -0.15], [-0.35, 2.25, -0.11], [-2.49, -0.52, -0.71], [1.42, 3.65, -0.03], [2.42, 2.32, 0.24], [1.83, 3.21, 1.52]],
  "homo_energy_ev": [-7.7, -12.6],
  "gap_ha": [0.159, 0.277],
  "charge": 1,
  "energy_ha": -399.53617,
  "s_squared": 2.009,
  "multiplicity": 3,
  "e_above_lowest_ev": 4.717
}

Repeat the fifth record exactly.
{
  "formula": "C15H15F5O15",
  "method": "ωB97M-V/def2-TZVPD",
  "elements": ["O", "C", "O", "C", "C", "F", "O", "H", "H", "H", "O", "C", "O", "C", "C", "F", "O", "H", "H", "H", "O", "C", "O", "C", "C", "F", "O", "H", "H", "H", "O", "C", "O", "C", "C", "F", "O", "H", "H", "H", "O", "C", "O", "C", "C", "F", "O", "H", "H", "H"],
  "xyz": [[0.11, 1.98, 3.15], [1.05, 1.34, 2.89], [1.24, 0.43, 1.93], [2.59, -0.09, 2.00], [3.21, 0.82, 3.02], [4.08, 1.76, 2.47], [2.19, 1.53, 3.60], [2.52, -1.14, 2.28], [3.00, -0.04, 0.95], [3.82, 0.40, 3.77], [-4.65, 3.68, -3.65], [-3.95, 2.80, -3.38], [-4.28, 1.54, -2.99], [-3.16, 0.74, -3.09], [-1.94, 1.68, -3.23], [-1.29, 1.36, -4.39], [-2.57, 2.92, -3.46], [-3.03, -0.05, -2.37], [-3.25, 0.14, -4.01], [-1.07, 1.78, -2.56], [-1.63, -2.91, -2.49], [-1.26, -2.12, -1.66], [-1.41, -2.22, -0.35], [-0.75, -1.08, 0.27], [0.04, -0.46, -0.84], [1.37, -0.86, -0.78], [-0.50, -1.02, -1.97], [-1.55, -0.40, 0.62], [-0.15, -1.47, 1.06], [-0.04, 0.67, -0.93], [2.83, 4.71, 1.41], [1.76, 4.66, 0.92], [1.07, 5.73, 0.37], [-0.29, 5.30, 0.17], [-0.24, 3.76, 0.42], [-0.48, 3.05, -0.80], [1.06, 3.46, 0.79], [-0.91, 5.95, 0.81], [-0.61, 5.39, -0.95], [-0.99, 3.40, 1.10], [1.01, -3.19, 1.89], [0.93, -4.32, 1.61], [2.01, -5.11, 1.29], [1.53, -6.20, 0.56], [0.02, -6.26, 0.85], [-0.30, -7.27, 1.82], [-0.19, -5.06, 1.47], [1.78, -6.12, -0.54], [1.98, -7.14, 0.84], [-0.75, -6.43, 0.10]],
  "homo_energy_ev": -11.6,
  "gap_ha": 0.437,
  "energy_ha": -2208.56744,
  "e_above_lowest_ev": 1.077
}